The following is a quantum chemistry calculation of C5H8O2 in the gas phase, from OMol25.

As for the net charge: 0. The structure (SMILES) is CCCC(=O)C=O. Its orbital gap is 9.4 eV. The energy above the lowest of the compared OMol25 structures with the same formula, charge and spin is 0.787 eV.

```
15
Properties=species:S:1:pos:R:3:lowdin_charge:R:1
C -2.247 0.048 -0.664 -0.1136
C -1.043 -0.427 0.142 -0.2665
C 0.272 0.261 -0.214 -0.1372
C 1.397 -0.264 0.644 -0.3510
O 1.266 -1.127 1.484 0.1065
C 2.807 0.311 0.478 -0.1698
O 3.072 1.258 -0.218 0.0849
H -2.433 1.119 -0.524 0.0732
H -3.147 -0.488 -0.344 0.0711
H -2.117 -0.134 -1.737 0.0730
H -0.913 -1.507 0.014 0.1142
H -1.231 -0.278 1.212 0.1143
H 0.543 0.108 -1.269 0.1365
H 0.219 1.352 -0.093 0.1343
H 3.555 -0.234 1.088 0.1301
```

=====

The following is a quantum chemistry calculation of 6 unconnected molecules or ions with the total composition C12H24Br12, from OMol25.

As for the net charge: 0. The structure (SMILES) is BrCCBr.BrCCBr.BrCCBr.BrCCBr.BrCCBr.BrCCBr. Its orbital gap is 10.1 eV. The energy above the lowest of the compared OMol25 structures with the same formula, charge and spin is 1.636 eV.

```
48
Properties=species:S:1:pos:R:3:lowdin_charge:R:1
Br 9.836 -15.304 28.270 0.5998
C 8.852 -14.356 29.644 -0.7838
C 8.821 -12.832 29.485 -0.6497
Br 7.729 -12.270 30.975 0.6092
H 9.248 -14.752 30.580 -0.0025
H 7.868 -14.823 29.634 0.0362
H 8.374 -12.403 28.588 0.0611
H 9.843 -12.476 29.617 0.0600
Br 9.876 -19.269 34.350 0.5945
C 9.355 -17.330 34.221 -0.6884
C 8.217 -17.084 33.226 -0.6713
Br 7.617 -15.246 32.934 0.6623
H 10.233 -16.748 33.939 0.0179
H 8.949 -16.943 35.156 0.0036
H 7.303 -17.552 33.593 0.0481
H 8.530 -17.506 32.271 0.0315
Br 11.825 -14.454 41.101 0.4919
C 11.654 -15.196 39.157 -0.6167
C 10.824 -16.453 39.128 -0.6813
Br 10.785 -17.048 37.262 0.6961
H 12.661 -15.489 38.858 0.0443
H 11.343 -14.441 38.435 0.0545
H 9.807 -16.313 39.495 0.0594
H 11.227 -17.248 39.755 0.0597
Br 8.600 -24.553 35.572 0.5141
C 9.454 -22.853 34.840 -0.6346
C 9.081 -22.586 33.338 -0.7091
Br 7.223 -22.029 33.194 0.5943
H 10.511 -22.888 35.104 0.0521
H 9.060 -22.023 35.427 0.0072
H 9.278 -23.409 32.651 0.0524
H 9.759 -21.841 32.923 0.0177
Br 4.333 -13.355 32.186 0.5844
C 3.417 -14.755 33.211 -0.7052
C 4.044 -15.154 34.480 -0.6900
Br 2.917 -16.372 35.557 0.5955
H 3.237 -15.582 32.524 0.0629
H 2.470 -14.233 33.351 0.0413
H 4.135 -14.292 35.140 0.0556
H 4.996 -15.640 34.268 0.0105
Br 11.563 -17.800 31.574 0.5665
C 13.239 -17.362 32.684 -0.5737
C 14.487 -17.537 31.792 -0.6755
Br 16.119 -17.187 32.849 0.5933
H 13.230 -18.030 33.546 0.0500
H 13.099 -16.346 33.054 0.0541
H 14.466 -16.997 30.845 0.0588
H 14.627 -18.588 31.542 0.0410
```

=====

The following is a quantum chemistry calculation of C7H12NPS in the gas phase, from OMol25.

As for the net charge: 0. Its orbital gap (spin up / spin down) is 7.3 / 7.0 eV. The energy above the lowest of the compared OMol25 structures with the same formula, charge and spin is 1.676 eV.

```
22
Properties=species:S:1:pos:R:3:lowdin_charge:R:1
C 0.294 -1.259 0.790 -0.1380
C -0.607 -0.996 -1.559 -0.2740
C -0.337 -1.806 -0.252 -0.3114
C 0.702 0.190 0.971 -0.6528
C -0.582 -3.251 -0.370 -0.0896
C 1.627 0.499 2.140 -0.1238
C -0.902 3.526 -1.285 -0.4322
N -0.691 0.245 -1.696 0.0517
P -0.912 1.157 0.691 0.7356
S -0.099 3.062 0.364 0.4174
H 0.474 -1.827 1.665 0.0965
H -0.548 -1.506 -2.479 0.0841
H 1.090 0.468 -0.093 0.0994
H 0.375 -3.640 -0.821 0.1069
H -1.455 -3.483 -1.022 0.0858
H -0.862 -3.734 0.571 0.0805
H 1.323 -0.180 2.948 0.0650
H 1.334 1.529 2.419 0.0466
H 2.759 0.308 1.979 0.1116
H -0.489 2.928 -2.145 0.0309
H -0.601 4.555 -1.490 0.0216
H -1.893 3.216 -1.326 -0.0119
```

=====

The following is a quantum chemistry calculation of 10 unconnected molecules or ions with the total composition H22NO9, from OMol25.

As for the net charge: +1. Its orbital gap is 10.4 eV. The energy above the lowest of the compared OMol25 structures with the same formula, charge and spin is 6.431 eV.

```
32
Properties=species:S:1:pos:R:3:lowdin_charge:R:1
N 30.926 6.962 36.649 0.3942
H 30.433 7.287 37.272 -0.0155
H 31.724 7.452 36.608 0.0486
H 30.407 7.035 35.687 0.1662
H 31.200 6.009 36.861 0.1299
O 34.390 7.769 36.759 0.0069
H 34.639 7.885 35.814 0.0832
H 35.005 8.248 37.122 -0.0606
O 31.806 9.632 38.306 -0.1232
H 32.126 10.354 37.725 0.0411
H 32.578 9.212 38.904 0.1193
O 31.361 9.310 34.827 0.1276
H 30.793 9.386 34.243 -0.0791
H 31.800 10.066 34.950 -0.0003
O 28.331 7.805 39.024 -0.1039
H 28.530 7.691 39.960 0.0335
H 27.977 6.944 38.521 0.0909
O 28.324 5.868 35.428 -0.1375
H 27.857 5.018 35.782 0.1071
H 27.664 6.211 34.688 0.1278
O 31.705 2.959 38.168 -0.1590
H 31.166 3.877 38.536 0.0832
H 32.525 3.526 38.298 0.0318
O 30.794 5.653 33.704 -0.0326
H 29.913 5.843 33.897 -0.0392
H 31.237 4.976 34.218 -0.0107
O 29.666 5.030 38.597 -0.0759
H 29.884 5.197 39.615 0.1539
H 28.747 4.935 38.549 0.0100
O 32.367 3.900 35.375 -0.0857
H 32.700 3.367 34.612 0.0864
H 33.216 4.261 35.764 0.0818
```

=====

The following is a quantum chemistry calculation of a molecular structure, C35H53NOP2SbV, from OMol25.

As for the net charge: +2. Its expectation value of S² is 2.123. Its orbital gap (spin up / spin down) is 5.8 / 6.2 eV. The multiplicity is 3.

```
94
Properties=species:S:1:pos:R:3:lowdin_charge:R:1
V 0.217 0.000 0.310 0.2296
P 0.174 -2.347 -0.115 0.9960
P 0.174 2.385 0.201 0.9938
N 1.893 0.054 -0.647 -0.2680
C 1.768 -2.374 -1.009 -0.2832
H 2.340 -3.272 -0.761 0.0952
H 1.560 -2.397 -2.086 0.0915
C 2.664 -1.163 -0.758 -0.2862
H 3.367 -1.353 0.086 0.1120
H 3.319 -1.020 -1.636 0.1307
C 2.661 1.278 -0.619 -0.2890
H 3.296 1.254 -1.524 0.1305
H 3.396 1.354 0.221 0.1216
C 1.768 2.518 -0.684 -0.2854
H 1.560 2.704 -1.746 0.0911
H 2.352 3.363 -0.310 0.0954
C 0.322 3.431 1.723 -0.5232
C -0.926 3.352 2.618 -0.0970
H -0.638 3.557 3.662 0.0936
H -1.403 2.363 2.616 0.0452
H -1.677 4.093 2.316 0.0773
C -1.020 3.172 -0.984 -0.5218
C -2.422 3.347 -0.392 -0.0898
H -3.077 3.692 -1.205 0.1005
H -2.430 4.100 0.409 0.0757
H -2.837 2.407 -0.006 0.0543
C -1.006 -3.000 -1.387 -0.5205
C -2.410 -3.256 -0.835 -0.0916
H -3.065 -3.461 -1.695 0.1010
H -2.824 -2.390 -0.304 0.0551
H -2.425 -4.132 -0.171 0.0758
C 0.305 -3.532 1.284 -0.5106
C -0.990 -3.579 2.119 -0.1028
H -0.752 -3.958 3.126 0.0906
H -1.731 -4.255 1.674 0.0736
H -1.470 -2.598 2.258 0.0592
C -1.632 -0.002 0.102 -0.1992
C -0.525 4.484 -1.608 -0.0844
H -0.443 5.280 -0.856 0.0706
H 0.446 4.373 -2.103 0.0727
H -1.263 4.784 -2.366 0.0997
C -0.496 -4.229 -2.150 -0.0826
H -1.224 -4.452 -2.943 0.1003
H 0.474 -4.055 -2.629 0.0729
H -0.404 -5.103 -1.491 0.0716
C 0.751 -4.945 0.885 -0.0860
H 1.098 -5.475 1.783 0.0996
H -0.070 -5.537 0.464 0.0783
H 1.575 -4.960 0.164 0.0718
C 0.717 4.887 1.465 -0.0857
H -0.138 5.499 1.151 0.0795
H 1.101 5.320 2.399 0.0995
H 1.509 4.995 0.717 0.0725
H 1.148 2.943 2.273 0.0582
H 1.092 -3.078 1.919 0.0946
H -1.085 2.413 -1.787 0.1002
H -1.072 -2.156 -2.100 0.0973
O -2.818 -0.017 0.072 0.1530
H 0.216 0.094 -2.350 0.1918
H -0.281 0.051 -1.701 0.0436
C 2.134 3.376 6.634 -0.0586
C 2.853 3.302 5.437 -0.0658
C 2.480 2.378 4.452 -0.1526
C 1.390 1.526 4.649 -0.3391
C 0.655 1.615 5.835 -0.1119
C 1.032 2.536 6.822 -0.0604
Sb 0.978 -0.065 3.138 1.5481
C 2.923 -0.999 3.594 -0.3575
C 3.968 -0.759 2.701 -0.1583
C 5.261 -1.206 3.002 -0.0612
C 5.498 -1.900 4.196 -0.0535
C 4.443 -2.146 5.085 -0.0534
C 3.152 -1.683 4.791 -0.1113
C -0.740 -0.911 4.239 -0.3965
C -0.571 -1.951 5.156 -0.1369
C -1.645 -2.329 5.977 -0.0516
C -2.877 -1.682 5.843 -0.0549
C -3.063 -0.686 4.881 -0.0563
C -1.995 -0.316 4.044 -0.1457
H 2.423 4.086 7.416 0.1189
H 3.715 3.961 5.278 0.1169
H 3.070 2.331 3.528 0.0992
H -0.212 0.971 6.007 0.0963
H 0.449 2.584 7.745 0.1167
H 3.801 -0.201 1.773 0.0612
H 6.083 -0.997 2.318 0.1145
H 6.506 -2.235 4.444 0.1177
H 4.622 -2.686 6.016 0.1179
H 2.345 -1.858 5.510 0.0907
H 0.378 -2.487 5.254 0.0909
H -1.520 -3.123 6.714 0.1192
H -3.708 -1.956 6.493 0.1180
H -4.026 -0.194 4.766 0.1150
H -2.172 0.432 3.268 0.0740
```

=====

The following is a quantum chemistry calculation of 6 unconnected molecules or ions with the total composition C12H24Br12, from OMol25.

As for the net charge: 0. The structure (SMILES) is BrCCBr.BrCCBr.BrCCBr.BrCCBr.BrCCBr.BrCCBr. Its orbital gap is 10.2 eV. The energy above the lowest of the compared OMol25 structures with the same formula, charge and spin is 2.428 eV.

```
48
Properties=species:S:1:pos:R:3:lowdin_charge:R:1
Br -4.282 -0.042 8.145 0.5586
C -3.350 -1.400 7.014 -0.6497
C -2.114 -2.013 7.741 -0.6893
Br -1.395 -3.554 6.750 0.5900
H -3.190 -0.979 6.022 0.0561
H -4.017 -2.260 6.948 0.0367
H -2.222 -2.385 8.759 0.0451
H -1.377 -1.235 7.940 0.0524
Br 5.987 -11.130 -3.882 0.5491
C 4.718 -9.579 -3.597 -0.6176
C 5.029 -8.909 -2.235 -0.6870
Br 6.534 -7.642 -2.367 0.5678
H 3.747 -10.025 -3.386 0.0519
H 4.687 -8.902 -4.451 0.0557
H 5.315 -9.789 -1.657 0.0261
H 4.226 -8.384 -1.718 0.0541
Br -3.921 1.101 -4.356 0.5891
C -5.483 0.077 -4.951 -0.7414
C -6.239 0.556 -6.173 -0.6845
Br -7.355 -0.933 -6.746 0.6365
H -6.174 0.036 -4.109 0.0513
H -5.168 -0.950 -5.132 0.0324
H -5.509 0.819 -6.939 0.0541
H -6.841 1.459 -6.070 0.0624
Br 0.455 -3.287 -1.861 0.5278
C 1.299 -2.676 -0.115 -0.6396
C 0.986 -1.226 0.305 -0.6169
Br 2.112 -0.732 1.925 0.5370
H 2.385 -2.754 -0.167 0.0427
H 0.905 -3.317 0.673 0.0494
H -0.066 -1.075 0.547 0.0529
H 1.166 -0.410 -0.395 0.0465
Br 3.727 6.742 -1.547 0.5511
C 4.284 5.525 -0.077 -0.6399
C 5.585 6.072 0.546 -0.7152
Br 5.269 7.756 1.452 0.6049
H 4.306 4.566 -0.595 0.0472
H 3.500 5.502 0.679 0.0482
H 6.345 6.226 -0.220 0.0460
H 6.146 5.399 1.194 0.0576
Br -2.024 4.928 2.260 0.5289
C -2.509 5.971 0.565 -0.6295
C -2.511 7.429 0.883 -0.7313
Br -3.392 8.428 -0.569 0.6120
H -3.507 5.670 0.248 0.0496
H -1.700 5.907 -0.162 0.0622
H -1.480 7.761 1.003 0.0586
H -2.888 7.664 1.878 0.0495
```